(1)
Here is C48H42GeIrN3O6P as an isolated structure from OMol25. Energies are from ωB97M-V with the def2-TZVPD basis set.

Structure (XYZ):
```
102
Properties=species:S:1:pos:R:3:forces:R:3:mulliken_charge:R:1
Ir -0.820 0.754 0.353 -0.47 0.81 0.11 0.90
C -0.618 -6.274 1.328 -0.02 -0.02 -0.04 -0.64
C -1.809 -5.964 0.688 0.03 -0.05 0.01 -0.74
C -2.159 -4.640 0.457 0.03 0.04 0.02 -0.29
C -1.311 -3.616 0.867 0.18 0.13 -0.11 0.61
C -0.108 -3.936 1.496 0.00 0.06 -0.04 -0.44
C 0.233 -5.255 1.733 0.06 0.01 -0.01 -0.63
P -1.706 -1.821 0.769 -0.46 -0.42 0.34 1.17
C -3.322 -1.775 -0.069 0.04 0.05 0.00 0.31
C -3.457 -2.334 -1.341 0.01 0.10 0.04 -0.19
C -4.670 -2.264 -2.006 0.02 0.00 -0.08 -0.65
C -5.746 -1.610 -1.423 -0.01 0.03 0.01 -0.81
C -5.609 -1.026 -0.174 -0.05 0.05 -0.04 -0.64
C -4.401 -1.104 0.503 0.04 -0.09 0.00 -0.75
C -2.150 -1.580 2.526 -0.05 -0.04 -0.12 -0.19
C -2.855 -2.536 3.220 0.11 0.17 -0.12 0.15
C -3.173 -2.347 4.573 -0.04 -0.01 0.12 -1.09
C -2.773 -1.209 5.216 -0.05 -0.04 0.03 -0.74
C -2.053 -0.206 4.534 0.04 0.03 -0.20 1.36
C -1.654 0.985 5.184 0.07 0.11 -0.02 -0.85
C -0.975 1.954 4.502 -0.04 -0.06 0.19 -1.49
C -0.650 1.775 3.149 0.14 -0.02 -0.19 0.96
C -1.032 0.642 2.459 0.02 0.05 -0.64 -0.73
C -1.739 -0.383 3.156 -0.01 -0.10 0.13 0.25
H -0.352 -7.308 1.505 0.00 0.01 0.01 0.39
H -2.478 -6.755 0.374 0.00 0.00 0.00 0.44
H -3.102 -4.418 -0.023 -0.01 0.02 0.00 0.45
H 0.561 -3.139 1.804 0.03 -0.01 0.02 0.26
H 1.170 -5.490 2.220 0.00 0.01 0.01 0.45
H -2.607 -2.806 -1.818 -0.01 -0.02 -0.01 0.18
H -4.769 -2.698 -2.992 0.01 0.00 0.00 0.46
H -6.685 -1.533 -1.957 -0.01 -0.03 0.01 0.39
H -6.440 -0.493 0.270 0.01 -0.01 0.01 0.43
H -4.293 -0.637 1.474 -0.04 -0.01 -0.01 0.44
H -3.173 -3.441 2.719 0.01 -0.05 0.00 0.58
H -3.733 -3.109 5.100 0.00 0.01 0.01 0.40
H -3.010 -1.054 6.261 0.00 -0.01 0.00 0.41
H -1.898 1.114 6.232 -0.02 0.01 -0.01 0.39
H -0.687 2.874 4.995 0.02 -0.01 0.01 0.47
H -0.104 2.565 2.651 -0.05 -0.02 -0.04 0.53
O -2.739 1.358 -0.744 0.36 -0.15 0.33 -0.66
N -2.528 0.730 -1.837 -0.40 0.04 -0.63 1.00
O -3.283 0.816 -2.773 0.32 -0.09 0.47 -0.70
O -1.468 0.041 -1.868 0.18 -0.06 0.35 -0.43
C 1.789 5.422 0.311 0.00 -0.04 -0.15 -1.28
C 1.738 4.938 -1.138 0.01 0.05 0.24 -0.79
C 0.365 4.379 -1.585 0.09 -0.08 -0.34 2.57
C 0.418 4.049 -3.090 -0.19 -0.08 0.04 -1.18
C -0.840 3.346 -3.600 0.16 0.06 0.05 -1.07
C -0.697 5.447 -1.346 0.10 -0.08 -0.01 -0.37
O -0.779 6.439 -2.033 0.01 -0.02 0.05 -0.64
N -1.531 5.242 -0.276 -0.07 -0.07 0.07 0.13
C -1.511 4.160 0.619 -0.10 0.44 -0.05 -0.55
O -2.182 4.197 1.623 0.00 -0.12 -0.12 -0.68
N -0.703 3.111 0.271 0.06 -0.58 0.09 0.28
C 0.089 3.129 -0.789 -0.19 0.58 0.20 -0.75
O 0.651 2.051 -1.092 -0.11 -0.31 0.05 0.59
H 2.808 5.708 0.574 -0.01 0.00 0.02 0.49
H 1.470 4.642 1.006 0.02 0.02 0.05 0.15
H 1.152 6.296 0.457 -0.02 -0.01 0.04 0.31
H 2.474 4.146 -1.295 -0.01 -0.01 -0.07 0.07
H 1.982 5.765 -1.806 -0.01 -0.04 -0.07 0.50
H 1.290 3.418 -3.273 0.05 0.04 0.02 0.15
H 0.551 4.995 -3.613 0.08 0.01 0.01 0.61
H -0.903 2.333 -3.203 -0.04 -0.02 0.00 -0.02
H -0.811 3.266 -4.686 -0.04 0.00 0.00 0.52
H -1.743 3.897 -3.327 -0.03 -0.02 -0.03 0.31
H -2.206 5.966 -0.077 0.02 0.05 0.06 0.29
C 3.948 1.573 -4.391 0.01 0.02 -0.04 -0.57
C 4.264 1.916 -3.084 0.02 0.05 0.04 -0.60
C 3.590 1.322 -2.026 0.00 -0.04 -0.02 0.03
C 2.607 0.369 -2.271 -0.51 -0.08 0.38 -0.17
C 2.287 0.037 -3.584 0.05 0.01 0.08 -0.35
C 2.955 0.636 -4.642 -0.01 -0.02 -0.04 -0.71
Ge 1.617 -0.539 -0.803 1.57 -0.59 -0.25 0.71
C 2.091 -2.441 -1.266 -0.54 0.50 0.27 -0.14
C 3.436 -2.797 -1.341 0.02 0.01 0.01 -0.65
C 3.802 -4.106 -1.616 0.05 0.01 -0.03 -0.64
C 2.826 -5.068 -1.844 -0.02 -0.05 -0.02 -0.69
C 1.487 -4.713 -1.823 -0.04 -0.03 -0.04 -0.33
C 1.125 -3.403 -1.536 0.07 -0.01 -0.03 -0.30
C 2.591 -0.108 0.906 -0.57 0.06 -0.42 0.49
C 3.400 -1.033 1.564 -0.07 -0.04 0.04 -0.37
C 4.047 -0.690 2.743 0.01 -0.04 0.04 -0.75
C 3.880 0.573 3.294 0.00 0.02 0.02 -0.80
C 3.066 1.499 2.659 0.00 0.02 0.03 -0.75
C 2.423 1.156 1.478 0.12 0.00 -0.08 -0.18
H 4.481 2.033 -5.214 -0.03 0.01 0.00 0.37
H 5.034 2.654 -2.890 0.02 -0.02 0.00 0.42
H 3.834 1.588 -1.003 0.03 0.05 -0.03 0.34
H 1.515 -0.702 -3.771 0.02 0.02 -0.09 0.36
H 2.703 0.371 -5.662 0.01 0.00 0.00 0.44
H 4.199 -2.040 -1.194 0.04 -0.05 0.02 0.45
H 4.850 -4.377 -1.662 0.00 0.01 0.00 0.41
H 3.111 -6.092 -2.054 0.01 0.01 -0.01 0.40
H 0.725 -5.456 -2.027 0.00 0.02 0.01 0.43
H 0.080 -3.122 -1.534 -0.08 -0.05 0.04 0.34
H 3.529 -2.027 1.155 0.01 -0.03 0.00 0.48
H 4.685 -1.412 3.238 -0.01 -0.01 -0.01 0.43
H 4.380 0.834 4.218 0.01 0.00 -0.01 0.39
H 2.934 2.487 3.085 -0.03 -0.01 -0.01 0.49
H 1.801 1.887 0.975 0.04 0.06 0.04 0.66
```
Forces are in eV/Å.

⟨S²⟩ = 8.7762
Strongest force on any atom = 1.7 eV/Å
E = -4992.4318 Eh
ΔE to the lowest compared entry with this formula, charge and spin = 35.8 kJ/mol
2S+1 = 6

(2)
Here is C48H43BN10OPPbS as an isolated structure from OMol25. Energies are from ωB97M-V with the def2-TZVPD basis set.

Structure (XYZ):
```
106
Properties=species:S:1:pos:R:3:forces:R:3:mulliken_charge:R:1
Pb -0.517 -0.287 -0.231 -0.17 -0.63 0.34 1.81
C 3.925 -0.418 -3.093 -0.07 -0.03 -0.10 -1.83
C 3.309 -0.798 -1.899 0.02 -0.08 -0.37 -0.13
N 1.996 -0.645 -1.973 -0.22 -0.33 0.59 -0.09
N 1.732 -0.188 -3.201 0.28 -0.04 -0.44 0.28
C 2.878 -0.027 -3.894 0.40 0.00 -0.02 0.03
B 0.323 0.190 -3.706 0.21 0.08 0.34 0.78
N -0.684 -0.943 -3.403 -0.21 0.07 -0.45 1.11
C -1.521 -1.513 -4.284 -0.36 -0.27 -0.09 0.01
C -2.129 -2.590 -3.677 0.02 0.11 -0.14 -1.50
C -1.607 -2.599 -2.389 0.01 0.16 -0.12 -0.64
N -0.751 -1.597 -2.240 0.22 -0.37 0.16 -0.92
N -0.054 1.502 -2.992 -0.18 0.23 -0.44 0.55
C -0.221 2.730 -3.498 -0.17 0.55 0.05 -0.16
C -0.361 3.619 -2.451 0.01 -0.05 -0.05 -1.68
C -0.271 2.830 -1.312 0.02 -0.13 -0.12 -0.63
N -0.078 1.562 -1.655 0.41 0.06 0.21 0.49
N 0.404 0.311 -5.222 0.11 -0.45 -0.26 0.43
C 0.791 -0.712 -6.024 0.08 -0.02 -0.28 -0.46
C 0.783 -0.265 -7.322 0.03 -0.20 0.20 -1.16
C 0.364 1.067 -7.220 0.05 -0.14 0.14 -0.40
N 0.143 1.393 -5.962 -0.26 0.81 -0.14 -1.26
H 4.970 -0.419 -3.333 0.13 0.00 -0.03 0.44
H 3.789 -1.158 -1.009 0.00 -0.09 0.17 0.50
H 2.893 0.350 -4.897 -0.08 0.06 -0.16 0.45
H -1.648 -1.133 -5.277 0.06 0.08 -0.16 0.51
H -2.839 -3.264 -4.108 -0.16 -0.14 -0.10 0.44
H -1.806 -3.276 -1.582 -0.03 -0.08 0.28 0.83
H -0.238 2.880 -4.559 0.05 0.01 -0.03 0.66
H -0.510 4.677 -2.510 -0.05 0.20 -0.02 0.53
H -0.351 3.103 -0.278 -0.03 0.07 0.28 0.60
H 1.038 -1.674 -5.621 0.08 -0.18 0.11 0.57
H 1.045 -0.814 -8.204 0.03 -0.13 -0.15 0.48
H 0.219 1.789 -8.000 -0.05 0.17 -0.10 0.46
C -0.759 -0.897 3.484 0.00 0.03 -0.12 -1.17
C -1.712 0.206 3.160 -0.07 0.16 -0.05 0.73
C -2.301 0.910 4.227 -0.25 0.38 0.10 -1.08
C -3.143 1.949 3.960 0.12 -0.26 0.04 -1.02
C -3.489 2.238 2.625 0.26 -0.20 -0.24 1.13
C -4.402 3.252 2.294 -0.16 0.13 -0.18 -0.86
C -4.767 3.433 0.985 -0.11 0.18 0.53 -0.80
C -4.261 2.605 -0.012 0.34 -0.26 0.01 -0.74
C -3.349 1.600 0.267 -0.20 0.07 -0.25 0.92
S -2.900 0.518 -1.011 -0.34 -0.28 -0.45 -0.55
C -2.904 1.427 1.608 -0.63 0.77 0.39 -1.09
N -1.983 0.483 1.903 0.01 -0.41 0.44 0.62
H -0.222 -0.674 4.404 0.12 -0.05 0.06 0.54
H -0.055 -1.046 2.673 0.10 -0.09 -0.01 -0.23
H -1.290 -1.835 3.640 -0.04 -0.09 -0.05 0.41
H -2.061 0.628 5.241 0.05 0.01 0.10 0.53
H -3.579 2.540 4.754 -0.03 0.02 0.09 0.41
H -4.824 3.853 3.087 -0.03 0.08 0.03 0.40
H -5.480 4.201 0.728 -0.07 0.10 -0.04 0.39
H -4.597 2.721 -1.031 0.00 0.00 -0.10 0.50
O 0.279 -3.500 2.074 0.58 0.28 0.21 -0.43
N 0.838 -3.042 0.885 -0.74 -0.61 -0.65 -0.27
C 1.806 -2.227 0.939 0.05 -0.27 0.31 -1.01
C 2.524 -1.689 2.101 0.06 0.17 0.51 -0.15
C 2.933 -2.544 3.122 0.06 -0.09 0.02 -0.44
C 3.650 -2.060 4.199 0.03 -0.06 -0.04 -0.84
C 3.977 -0.716 4.265 0.00 0.09 0.04 -0.85
C 3.558 0.145 3.266 0.09 -0.07 0.04 0.04
C 2.823 -0.322 2.180 -0.16 -0.05 -0.14 -0.24
P 2.116 0.830 0.924 0.90 0.52 0.38 2.62
C 1.723 2.260 2.006 -0.10 -0.15 -0.09 0.42
C 1.888 3.572 1.576 0.04 -0.08 -0.01 -0.53
C 1.470 4.623 2.373 -0.02 0.11 0.02 -0.67
C 0.881 4.378 3.602 -0.04 0.09 0.06 -0.87
C 0.698 3.074 4.030 -0.06 0.04 0.06 -0.77
C 1.108 2.025 3.233 0.02 0.04 -0.10 -0.54
C 3.607 1.448 0.052 -0.16 -0.06 0.08 0.57
C 4.902 1.106 0.419 -0.09 0.04 0.07 -0.90
C 5.977 1.551 -0.329 0.12 -0.01 -0.04 -0.78
C 5.770 2.337 -1.448 0.03 0.04 -0.05 -0.84
C 4.481 2.673 -1.827 0.01 0.13 -0.01 -0.97
C 3.404 2.223 -1.088 -0.02 0.01 0.12 -0.10
H -0.468 -4.042 1.785 0.21 0.15 -0.16 0.38
H 2.132 -1.912 -0.042 -0.13 -0.03 -0.15 0.99
H 2.698 -3.596 3.061 -0.07 -0.05 -0.03 0.52
H 3.966 -2.733 4.983 0.02 -0.06 0.06 0.43
H 4.547 -0.336 5.099 0.05 0.04 0.07 0.45
H 3.800 1.196 3.335 -0.03 0.10 0.01 0.64
H 2.358 3.772 0.624 0.03 0.06 -0.06 0.41
H 1.609 5.639 2.034 0.02 0.08 -0.03 0.47
H 0.562 5.199 4.224 -0.04 0.11 0.06 0.40
H 0.235 2.872 4.985 -0.05 0.00 0.07 0.47
H 0.977 1.010 3.570 -0.04 -0.11 0.10 0.50
H 5.081 0.487 1.285 0.02 -0.06 0.04 0.36
H 6.978 1.276 -0.034 0.13 -0.01 0.02 0.44
H 6.612 2.680 -2.029 0.11 0.05 -0.09 0.40
H 4.313 3.276 -2.708 -0.02 0.03 -0.08 0.46
H 2.397 2.454 -1.405 -0.11 0.01 -0.09 0.08
C -3.616 -2.618 0.800 0.28 0.39 -0.12 -0.95
C -4.210 -3.852 0.956 -0.36 -0.82 0.12 1.13
C -4.741 -4.554 -0.163 0.14 0.25 0.13 -0.43
C -5.405 -5.745 -0.006 -0.06 -0.22 -0.03 -0.58
C -5.535 -6.321 1.255 0.01 0.00 0.01 -0.41
C -4.986 -5.680 2.363 -0.07 -0.17 0.09 -0.53
C -4.344 -4.475 2.229 0.09 0.24 -0.20 -0.44
H -3.228 -2.067 1.638 0.10 0.16 0.25 0.00
H -3.573 -2.140 -0.162 0.02 0.17 -0.19 0.33
H -4.609 -4.117 -1.142 -0.09 0.05 -0.12 0.41
H -5.829 -6.248 -0.865 0.02 -0.01 -0.07 0.38
H -6.054 -7.259 1.379 -0.04 -0.07 -0.02 0.37
H -5.071 -6.135 3.338 -0.03 -0.03 0.10 0.38
H -3.945 -3.973 3.099 0.06 0.08 0.10 0.37
```
Forces are in eV/Å.

⟨S²⟩ = 0.7928
Strongest force on any atom = 1.2 eV/Å
E = -3435.0137 Eh
ΔE to the lowest compared entry with this formula, charge and spin = 127.1 kJ/mol
2S+1 = 2

Question: strongest force on any atom of number 2 (C48H43BN10OPPbS)?
Answer: 1.2 eV/Å

Question: What is the 2S+1 in the first record?
Answer: 6

Question: What is the E in the second record?
Answer: -3435.0137 Eh